1.
The following is a quantum chemistry calculation of C36H40As2Cl2NScSi as an isolated structure, from the OMol25 dataset.

Structure (ORCA input):
```
! wB97M-V def2-TZVPD RIJCOSX def2/J DEFGRID3
* xyz 2 1
Sc -0.399 0.040 0.072
C -1.971 -3.149 1.669
C -2.061 -2.077 2.734
As -0.561 -0.802 2.737
C 1.079 -1.822 2.895
C 1.955 -1.568 3.948
C 3.172 -2.232 4.015
C 3.527 -3.146 3.034
C 2.664 -3.394 1.976
C 1.448 -2.732 1.904
C -0.761 0.104 4.416
C -0.730 1.488 4.514
C -0.853 2.100 5.754
C -1.008 1.330 6.896
C -1.038 -0.054 6.805
C -0.914 -0.671 5.570
As -1.867 -2.388 -0.138
C -1.224 -3.794 -1.265
C -0.659 -3.473 -2.497
C -0.201 -4.479 -3.335
C -0.304 -5.806 -2.942
C -0.870 -6.131 -1.718
C -1.334 -5.130 -0.877
C -3.703 -2.038 -0.569
C -4.277 -0.833 -0.189
C -5.619 -0.603 -0.450
C -6.378 -1.565 -1.101
C -5.796 -2.761 -1.498
C -4.455 -3.003 -1.232
H -2.858 -3.787 1.694
H -1.098 -3.786 1.816
H -2.114 -2.522 3.730
H -2.956 -1.460 2.615
H 1.698 -0.859 4.725
H 3.842 -2.037 4.842
H 4.473 -3.665 3.097
H 2.932 -4.112 1.212
H 0.794 -2.952 1.066
H -0.623 2.106 3.633
H -0.827 3.179 5.826
H -1.106 1.806 7.862
H -1.155 -0.658 7.694
H -0.918 -1.753 5.524
H -0.599 -2.440 -2.828
H 0.229 -4.227 -4.295
H 0.053 -6.590 -3.596
H -0.956 -7.167 -1.420
H -1.779 -5.404 0.072
H -3.696 -0.056 0.298
H -6.077 0.331 -0.152
H -7.423 -1.383 -1.307
H -6.382 -3.507 -2.016
H -4.010 -3.940 -1.547
Cl 2.022 1.231 0.236
C 2.808 0.038 -0.843
Cl 1.673 -1.280 -1.257
H 3.641 -0.403 -0.307
H 3.077 0.549 -1.760
C -0.305 3.875 1.483
Si -1.810 3.068 0.702
C -2.971 2.258 1.922
C -2.769 4.313 -0.307
N -1.233 1.741 -0.351
C -0.706 1.949 -1.646
C -0.157 3.165 -2.089
C 0.395 3.244 -3.350
C 0.459 2.130 -4.190
C -0.052 0.922 -3.765
C -0.645 0.844 -2.502
H -0.577 4.686 2.161
H 0.336 4.308 0.714
H 0.316 3.177 2.053
H -3.205 2.941 2.742
H -2.625 1.331 2.387
H -3.912 2.043 1.411
H -3.541 4.749 0.331
H -3.279 3.847 -1.151
H -2.168 5.135 -0.689
H -0.170 4.039 -1.456
H 0.790 4.190 -3.693
H 0.891 2.227 -5.176
H -0.035 0.055 -4.411
H -1.154 -0.093 -2.239
*
```

Summary:
- HOMO: -13.667 eV
- Electronic energy: -7892.3120 Ha
- Lowest unoccupied orbital energy: -6.1 eV

Atom charges from the Löwdin analysis, given in e for atoms 1 to 2:
1 Sc 0.51
2 C -0.40

2.
The following is a quantum chemistry calculation of a 2-piece molecular cluster, C36H40BF3O3 overall at a distorted geometry, from the OMol25 dataset.

Structure (ORCA input):
```
! wB97M-V def2-TZVPD RIJCOSX def2/J DEFGRID3
* xyz 0 1
C 5.722 -0.507 -4.128
O 5.099 0.669 -4.685
C 3.894 1.048 -4.177
C 3.369 2.284 -4.637
C 2.186 2.776 -4.123
C 1.411 2.018 -3.197
C 0.102 2.426 -2.738
C -1.082 1.860 -3.268
C -2.352 2.498 -3.086
C -3.518 1.850 -3.428
C -3.499 0.576 -4.013
C -4.784 -0.080 -4.413
C -2.262 -0.043 -4.254
C -1.077 0.599 -3.944
C 1.940 0.783 -2.758
C 3.156 0.301 -3.222
H 6.676 -0.588 -4.648
H 5.890 -0.394 -3.048
H 5.112 -1.399 -4.321
H 3.936 2.833 -5.384
H 1.812 3.744 -4.453
H 0.008 3.352 -2.177
H -2.372 3.498 -2.649
H -4.489 2.326 -3.252
H -4.606 -1.055 -4.874
H -5.426 -0.227 -3.536
H -5.345 0.543 -5.124
H -2.243 -1.036 -4.708
H -0.122 0.134 -4.199
H 1.376 0.213 -2.016
H 3.526 -0.661 -2.857
C -3.250 -1.446 1.323
C -1.740 -1.592 1.259
C -1.384 -3.067 1.427
C -1.024 -0.938 -0.016
C -0.868 -1.840 -1.228
C -1.745 0.339 -0.414
O 0.281 -0.635 0.464
B 0.107 -0.432 1.873
C 1.238 -1.310 2.716
C 0.885 -2.004 3.873
C 1.820 -2.821 4.539
C 3.106 -2.929 4.028
C 4.146 -3.751 4.752
F 4.756 -4.646 3.912
F 5.139 -2.956 5.269
F 3.640 -4.469 5.796
C 3.477 -2.258 2.868
C 2.526 -1.470 2.200
C 0.162 1.439 1.931
C 1.457 1.669 2.677
C -1.028 1.891 2.706
C -1.915 2.901 2.290
C -2.970 3.298 3.121
C -3.145 2.716 4.377
C -2.268 1.715 4.799
C -1.216 1.330 3.978
O -1.187 -0.868 2.333
H -3.695 -1.947 0.453
H -3.608 -1.939 2.236
H -3.560 -0.396 1.356
H -1.942 -3.662 0.696
H -0.310 -3.254 1.301
H -1.681 -3.389 2.433
H -1.856 -2.127 -1.609
H -0.341 -1.306 -2.029
H -0.286 -2.738 -0.987
H -2.642 0.110 -1.004
H -2.039 0.936 0.461
H -1.079 0.955 -1.031
H -0.126 -1.970 4.274
H 1.533 -3.372 5.427
H 4.488 -2.361 2.479
H 2.804 -0.997 1.259
H 0.173 1.804 0.894
H 2.311 1.321 2.088
H 1.617 2.732 2.922
H 1.481 1.120 3.631
H -1.769 3.377 1.314
H -3.657 4.079 2.786
H -3.971 3.018 5.024
H -2.372 1.228 5.770
H -0.509 0.573 4.318
*
```

Summary:
- HOMO: -6.213 eV
- Electronic energy: -1945.9208 Ha
- Lowest unoccupied orbital energy: -3.6 eV

Atom charges from the Löwdin analysis, given in e for atoms 1 to 2:
1 C -0.05
2 O -0.08

3.
The following is a quantum chemistry calculation of C36H40BNP2Pd as an isolated structure at a distorted geometry, from the OMol25 dataset.

Structure (ORCA input):
```
! wB97M-V def2-TZVPD RIJCOSX def2/J DEFGRID3
* xyz 2 5
Pd 0.989 2.034 1.608
C -1.337 -4.931 -1.282
C -0.217 -4.459 -1.843
C 0.047 -4.009 -3.256
C -1.179 -3.685 -4.138
C -2.042 -2.584 -3.570
C -3.018 -2.670 -2.657
C -3.563 -3.869 -1.927
C -2.693 -5.146 -1.911
C 0.397 4.012 2.074
H -1.284 -5.169 -0.219
H 0.653 -4.379 -1.191
H 0.659 -4.770 -3.765
H 0.682 -3.114 -3.204
H -0.804 -3.361 -5.116
H -1.757 -4.592 -4.323
H -1.811 -1.585 -3.940
H -3.508 -1.735 -2.385
H -4.553 -4.120 -2.339
H -3.750 -3.566 -0.887
H -3.230 -5.902 -1.326
H -2.606 -5.552 -2.920
H -0.072 4.066 3.061
H -0.314 4.396 1.330
H 1.278 4.666 2.068
P 1.598 -0.087 1.082
P -0.455 1.854 -0.135
C 0.725 -0.590 -0.448
C -0.151 0.264 -0.991
C 3.341 -0.465 0.690
C 3.708 -1.431 -0.258
C 5.053 -1.648 -0.551
C 6.039 -0.904 0.103
C 5.679 0.055 1.050
C 4.333 0.276 1.343
C 1.110 -1.403 2.247
C -0.124 -1.311 2.908
C -0.466 -2.236 3.892
C 0.424 -3.256 4.236
C 1.659 -3.344 3.591
C 2.002 -2.424 2.602
C -0.413 3.070 -1.489
C 0.808 3.585 -1.944
C 0.833 4.597 -2.903
C -0.362 5.110 -3.409
C -1.582 4.611 -2.950
C -1.611 3.598 -1.994
C -2.234 1.704 0.267
C -2.716 2.450 1.351
C -4.049 2.332 1.744
C -4.906 1.472 1.056
C -4.431 0.730 -0.028
C -3.099 0.843 -0.422
H 0.916 -1.571 -0.884
H -0.710 0.019 -1.894
H 2.943 -2.020 -0.756
H 5.333 -2.397 -1.285
H 7.087 -1.078 -0.124
H 6.445 0.629 1.564
H 4.033 1.015 2.082
H -0.813 -0.510 2.654
H -1.427 -2.159 4.393
H 0.158 -3.976 5.005
H 2.358 -4.132 3.859
H 2.964 -2.498 2.103
H 1.741 3.198 -1.540
H 1.785 4.985 -3.253
H -0.343 5.899 -4.155
H -2.515 5.013 -3.336
H -2.562 3.215 -1.637
H -2.034 3.122 1.867
H -4.419 2.917 2.582
H -5.946 1.383 1.359
H -5.100 0.064 -0.566
H -2.734 0.274 -1.272
B 2.722 5.597 4.424
C 2.151 4.424 3.497
N 1.702 3.500 2.766
H 2.964 5.164 5.507
H 1.907 6.461 4.514
H 3.717 6.036 3.939
*
```

Summary:
- HOMO (alpha / beta): -12.188 / -13.183 eV
- Electronic energy: -2284.9297 Ha
- Lowest unoccupied orbital energy (alpha / beta): -6.0 / -10.9 eV

Atom charges from the Löwdin analysis, given in e for atoms 1 to 2:
1 Pd 0.63
2 C -0.10

In kJ/mol, the energy above the lowest of the compared OMol25 structures with the same formula, charge and spin values for the records above are, in order, 27.8 23.8 400.7.